(1)
Molecular formula: C23H70F6N15O25S2
Method: DFT, ωB97M-V/def2-TZVPD

The geometry in XYZ format:
```
141
Properties=species:S:1:pos:R:3
C -1.5975 0.5418 1.2603
F -2.1522 1.6182 0.7525
F -1.9902 0.4324 2.5339
F -2.0787 -0.4548 0.5508
S 0.3626 0.4856 1.2562
O 0.6929 1.9024 1.6298
O 0.6346 -0.6088 2.1504
N 0.7678 0.1894 -0.5027
S 1.1766 -1.3256 -0.5082
O 2.4865 -1.7101 0.1208
O 0.0293 -2.2163 -0.0879
C 1.3965 -1.7321 -2.3811
F 0.4138 -1.2737 -3.0962
F 2.5376 -1.1538 -2.8280
F 1.4786 -3.0416 -2.6321
C -2.5956 -1.2511 7.1981
O -2.8672 -0.7363 8.3099
N -3.4855 -1.8088 6.3615
N -1.3361 -1.3864 6.8053
H -4.4228 -1.8062 6.7377
H -3.1664 -2.5632 5.7707
H -1.1681 -1.7558 5.8805
H -0.6686 -0.8146 7.3029
C 4.8405 3.7990 -0.1681
O 5.5132 4.7141 -0.6303
N 4.8845 3.4538 1.0981
N 3.9404 3.2655 -0.9176
H 4.2139 2.7350 1.3297
H 5.2284 4.0826 1.8098
H 3.3440 2.5248 -0.5773
H 3.6743 3.7312 -1.7734
C -1.7387 3.1156 -3.5288
O -2.5941 3.9595 -3.8640
N -0.6838 3.4981 -2.8333
N -1.7595 1.8652 -3.8442
H -0.2378 2.8060 -2.2483
H -0.5268 4.4626 -2.5779
H -0.9645 1.3662 -3.4713
H -2.4174 1.5442 -4.5400
C 2.3352 8.2693 1.4000
O 2.1953 9.4430 1.6639
N 2.2361 7.3125 2.3023
N 2.8970 7.9032 0.3103
H 2.4460 6.4825 1.7664
H 1.7279 7.4605 3.1625
H 2.9358 8.7106 -0.2953
H 3.2600 6.9726 0.1610
C -7.2281 2.8705 -2.2162
O -8.3443 3.0326 -1.8033
N -6.1321 3.1513 -1.5190
N -7.0369 2.4097 -3.4165
H -5.2810 3.4097 -1.9975
H -6.1886 3.5157 -0.5787
H -7.7167 2.0119 -4.0486
H -6.1501 2.6079 -3.8575
C -2.4035 -6.4575 2.9731
O -2.3490 -5.6120 3.7970
N -2.2367 -7.7440 3.2330
N -2.6005 -6.3893 1.7032
H -2.1379 -7.9432 4.2182
H -2.6612 -8.3654 2.5594
H -2.6319 -5.4736 1.2782
H -2.5516 -7.2151 1.1238
C -6.8311 5.2965 3.2172
O -7.3811 6.3927 3.2405
N -7.3069 4.0962 2.8585
N -5.5901 5.0870 3.5474
H -6.6254 3.3540 2.7895
H -8.2657 4.0035 2.5548
H -5.1138 4.2135 3.3739
H -5.0143 5.8762 3.8039
C 1.2751 3.1734 7.0980
C 0.4892 4.1516 7.9416
O -0.8362 3.7717 8.1635
O 1.5130 1.9090 7.7523
H 2.2453 3.5905 6.8281
H 0.8182 2.8771 6.1538
H 0.6282 5.0383 7.3230
H 1.0564 4.3847 8.8427
H -1.2715 4.5534 8.5114
H 2.0624 2.2320 8.4703
C -3.2319 -2.0954 -8.3948
C -2.3956 -3.2216 -7.8228
O -2.9328 -3.6651 -6.5926
O -3.0686 -0.7634 -7.8208
H -4.2561 -2.2612 -8.0607
H -3.1086 -2.0388 -9.4764
H -1.4608 -2.6968 -7.6255
H -2.2093 -4.0727 -8.4777
H -2.7684 -2.9878 -5.9325
H -2.3921 -0.2489 -8.2671
C 5.4162 -0.2892 4.3229
C 6.5644 0.6730 4.7692
O 6.0883 1.5857 5.8231
O 5.6855 -1.3078 3.3728
H 4.5860 0.2831 3.9090
H 5.0840 -0.8001 5.2266
H 6.7816 1.1894 3.8341
H 7.4778 0.1386 5.0303
H 5.7062 1.1871 6.6084
H 5.1107 -1.2451 2.6064
C 7.3902 -4.2653 -0.7529
C 7.1660 -5.3447 -1.8956
O 6.7378 -6.5629 -1.4168
O 8.5230 -4.3446 0.0937
H 6.5003 -4.2398 -0.1240
H 7.3559 -3.3205 -1.2954
H 8.1756 -5.5873 -2.2271
H 6.5283 -4.9782 -2.7001
H 5.8084 -6.3800 -1.2608
H 9.0405 -3.5382 0.1528
C 2.8849 -8.2487 -4.7464
C 2.9223 -7.3118 -6.0329
O 3.6942 -6.0640 -6.0730
O 4.2859 -8.5565 -4.6274
H 2.3804 -9.2147 -4.7654
H 2.5770 -7.6501 -3.8891
H 1.8686 -7.1638 -6.2691
H 3.3157 -7.9937 -6.7869
H 3.3375 -5.2360 -5.7431
H 4.8268 -7.8526 -4.2618
C 3.2702 3.1588 -6.3753
C 3.2764 4.6579 -6.7122
O 2.6448 5.5560 -5.8073
O 4.0904 2.3924 -7.2436
H 2.2088 2.9167 -6.3202
H 3.5359 2.8834 -5.3547
H 2.7496 4.8650 -7.6437
H 4.3253 4.9498 -6.6589
H 2.8622 6.4785 -5.9604
H 4.7206 1.8425 -6.7724
C -8.6946 -2.7464 2.6313
C -7.9410 -3.3498 1.5123
O -7.1683 -2.5303 0.6300
O -7.8107 -2.2972 3.6259
H -9.3366 -3.4287 3.1884
H -9.4394 -1.9955 2.3676
H -8.5999 -4.0660 1.0214
H -7.2302 -4.0129 2.0054
H -6.5721 -1.8572 0.9664
H -8.2866 -1.7458 4.2513
```

As for the total charge: -1. For the largest force on an atom, the calculation gives 6.0 eV/Å. For the LUMO energy, the calculation gives 1.341 eV. Its orbital gap is 9.007 eV.

Atomic partial charges in e from the Löwdin method, atoms 1 to 5: atom 1 (C): -0.680, atom 2 (F): 0.145, atom 3 (F): 0.129, atom 4 (F): 0.139, atom 5 (S): 0.727


(2)
Molecular formula: C23H71N28O14
Method: DFT, ωB97M-V/def2-TZVPD

The geometry in XYZ format:
```
136
Properties=species:S:1:pos:R:3
C -2.2509 -0.7280 -0.7539
C -2.0028 -0.1374 -2.1606
C -2.7851 -0.8281 -3.2807
C -4.2952 -0.8273 -3.0878
N -4.8365 0.5258 -2.8313
N -5.0361 0.7713 -1.4739
C -4.9286 1.9644 -0.9939
N -4.6354 3.0958 -1.6684
C -5.5589 4.1304 -1.0991
C -6.2089 3.3964 0.1045
C -7.5827 2.7065 -0.1378
C -8.3114 2.9961 -1.4515
O -8.9273 1.7531 -1.8781
C -10.2834 1.8745 -2.1167
C -10.6718 2.6559 -3.3393
O -11.0633 1.3530 -1.3772
N -5.2173 2.2679 0.3548
H -2.8600 -1.6330 -0.8064
H -1.3126 -0.9342 -0.2476
H -2.8022 -0.0209 -0.1287
H -0.9373 -0.2451 -2.3631
H -2.1980 0.9374 -2.1867
H -2.4833 -1.8750 -3.3330
H -2.5396 -0.3687 -4.2409
H -4.8087 -1.2262 -3.9601
H -4.5426 -1.5169 -2.2736
H -5.7177 0.6592 -3.3185
H -5.2571 0.0203 -0.8243
H -4.5750 3.0331 -2.6781
H -6.2309 4.4863 -1.8745
H -4.9874 5.0104 -0.8028
H -6.2711 4.0433 0.9721
H -8.2391 3.0192 0.6739
H -7.4617 1.6339 -0.0131
H -9.1027 3.7247 -1.2824
H -7.6605 3.3116 -2.2629
H -11.3469 2.0568 -3.9451
H -9.8096 2.9686 -3.9179
H -11.2182 3.5419 -3.0099
H -4.3754 2.7261 0.7044
C 1.6866 0.2716 0.8187
O 0.8973 0.7663 0.0271
N 1.8441 -1.0956 0.9025
N 2.4518 0.9991 1.6646
H 2.5061 -1.5438 1.5101
H 1.3115 -1.6585 0.2648
H 2.3529 1.9997 1.6706
H 3.0903 0.5972 2.3246
C 4.5324 3.6316 2.9774
O 3.4355 3.1457 3.2486
N 4.9718 3.8297 1.7117
N 5.4005 4.0099 3.9632
H 5.8658 4.2319 1.4731
H 4.3636 3.5656 0.9607
H 5.1055 3.8812 4.9124
H 6.3023 4.4056 3.7788
C 0.3170 -3.9056 3.6001
O 1.3486 -4.5007 3.3033
N 0.0159 -2.6983 3.0538
N -0.5859 -4.4162 4.4810
H -0.8176 -2.1828 3.2634
H 0.6798 -2.3193 2.3974
H -0.3780 -5.3075 4.8924
H -1.4344 -3.9482 4.7359
C -8.7447 6.4187 1.3236
O -8.2944 6.4629 0.1873
N -9.6006 5.4302 1.7219
N -8.4293 7.3446 2.2712
H -9.9915 5.3583 2.6424
H -9.8650 4.7562 1.0287
H -7.8133 8.0884 2.0000
H -8.7972 7.3313 3.2035
C 2.9693 -7.9402 1.7221
O 3.1586 -9.1191 1.4861
N 3.7885 -6.9432 1.2703
N 1.9227 -7.4983 2.4931
H 3.6068 -5.9735 1.4498
H 4.6247 -7.1796 0.7563
H 1.2948 -8.1868 2.8609
H 1.7901 -6.5265 2.7160
C 7.1496 4.6744 -1.3064
O 6.5619 4.9572 -0.2646
N 8.4983 4.5776 -1.3738
N 6.4697 4.4403 -2.4668
H 8.9963 4.3474 -2.2123
H 9.0244 4.7675 -0.5343
H 5.4703 4.5132 -2.4400
H 6.9199 4.2102 -3.3317
C -8.7419 2.1904 -6.9987
O -8.9831 2.9563 -6.0786
N -8.9338 0.8399 -6.8946
N -8.2714 2.6241 -8.2026
H -8.7590 0.1965 -7.6428
H -9.2999 0.4919 -6.0285
H -8.1340 3.6116 -8.3128
H -8.0798 2.0159 -8.9757
C 7.2875 -5.8422 -0.1267
O 6.3112 -6.5593 0.0271
N 7.7416 -5.4873 -1.3653
N 7.9869 -5.3461 0.9314
H 8.5440 -4.9066 -1.5140
H 7.2456 -5.8508 -2.1570
H 7.6589 -5.5798 1.8543
H 8.7938 -4.7604 0.8347
C 10.3909 7.0282 0.6198
O 10.5526 5.8213 0.5048
N 11.3321 7.9265 0.2119
N 9.2578 7.5629 1.1582
H 11.2246 8.9189 0.2976
H 12.1766 7.5585 -0.1845
H 8.5379 6.9250 1.4437
H 9.1032 8.5480 1.2562
C 5.5997 -4.6556 4.3843
O 6.6731 -5.1478 4.0464
N 4.4112 -5.1081 3.9136
N 5.5280 -3.6052 5.2574
H 3.5203 -4.7091 4.1557
H 4.4381 -5.8920 3.2803
H 6.3881 -3.2477 5.6278
H 4.6628 -3.1968 5.5550
C -3.4797 -4.7777 -4.5973
O -3.6865 -3.8833 -3.7879
N -3.1470 -6.0404 -4.2126
N -3.5636 -4.5760 -5.9451
H -2.9698 -6.7879 -4.8563
H -3.0748 -6.2181 -3.2281
H -3.7995 -3.6547 -6.2602
H -3.3940 -5.2943 -6.6233
C 9.8384 -5.7804 6.5266
O 10.5695 -6.4442 7.2401
N 8.5917 -6.1797 6.1510
N 10.2202 -4.5566 6.0318
H 7.9830 -5.6368 5.5585
H 8.2793 -7.0735 6.4806
H 11.1327 -4.2259 6.2812
H 9.6432 -4.0049 5.4264
```

As for the total charge: +1. For the largest force on an atom, the calculation gives 1.5 eV/Å. For the LUMO energy, the calculation gives -2.188 eV. The value obtained for the energy above the lowest of the compared OMol25 structures with the same formula, charge and spin is 0.0 kJ/mol. Its orbital gap is 7.998 eV.

Atomic partial charges in e from the Löwdin method, atoms 1 to 5: atom 1 (C): -0.093, atom 2 (C): -0.238, atom 3 (C): -0.204, atom 4 (C): -0.190, atom 5 (N): 0.009


(3)
Molecular formula: C23H73N3O12
Method: DFT, ωB97M-V/def2-TZVPD

The geometry in XYZ format:
```
111
Properties=species:S:1:pos:R:3
C 14.7703 8.4072 -0.8641
O 14.7394 7.9767 -2.1803
H 15.7768 8.6679 -0.5369
H 14.1901 9.3274 -0.7950
H 14.3395 7.6907 -0.1647
H 13.8953 7.5784 -2.4049
C 17.6986 9.2230 2.1637
O 18.9874 8.6738 1.9322
H 17.6788 10.2546 1.8125
H 16.9650 8.5849 1.6708
H 17.5420 9.1201 3.2375
H 18.8609 7.8793 1.4083
C 14.1811 12.6778 0.1689
O 14.8508 13.0574 1.3839
H 13.2702 12.1538 0.4584
H 13.8089 13.5579 -0.3555
H 14.8087 12.1297 -0.5338
H 15.6386 13.5832 1.2275
C 14.4067 4.7016 -0.9201
O 13.0441 4.5607 -0.6805
H 14.7368 4.3160 -1.8847
H 14.7395 5.7269 -0.7590
H 14.9320 4.1164 -0.1654
H 12.8579 3.6513 -0.4359
C 9.0048 7.9536 4.8368
O 9.7917 7.0941 4.0582
H 8.3727 7.2988 5.4367
H 9.6356 8.5586 5.4881
H 8.5002 8.7119 4.2382
H 9.2705 6.5543 3.4593
C 15.4451 8.9314 6.1952
O 16.5824 8.7153 7.0433
H 14.7355 9.6472 6.6103
H 15.8096 9.3351 5.2507
H 14.9723 7.9882 5.9217
H 16.1986 8.6977 7.9230
C 13.7858 5.3170 7.7363
O 12.5626 5.7678 7.2475
H 14.5706 5.9899 7.3911
H 13.8085 5.1248 8.8090
H 13.9883 4.3598 7.2558
H 12.6476 5.9157 6.3028
C 10.0641 8.0117 0.8995
C 10.8052 8.8150 -0.1639
O 10.1121 8.5366 -1.3951
H 10.5065 8.3217 1.8462
H 10.1192 6.9257 0.8242
H 9.0307 8.3535 0.9576
H 11.8674 8.5706 -0.1678
H 10.6810 9.8746 0.0597
H 10.4654 9.0471 -2.1273
C 16.0514 13.0709 4.7871
C 17.1746 12.4522 3.9379
O 18.1289 13.4186 3.5732
H 16.4184 13.5145 5.7127
H 15.3122 12.3657 5.1674
H 15.5419 13.8756 4.2571
H 16.7161 12.2057 2.9803
H 17.6202 11.5802 4.4166
H 18.6683 13.5228 4.3605
C 14.1601 2.4706 5.4055
C 12.8159 1.8536 5.7156
C 11.9636 1.6384 4.4217
O 11.7433 2.9184 3.8616
C 11.3111 2.8972 2.4774
N 13.0268 0.5537 6.4069
H 14.7923 2.4892 6.2933
H 14.0427 3.4703 4.9872
H 14.6994 1.9163 4.6374
H 12.1948 2.4878 6.3481
H 11.0111 1.1550 4.6386
H 12.5214 0.9987 3.7378
H 12.1087 2.5950 1.7987
H 10.7989 3.8276 2.2323
H 10.5537 2.1321 2.3069
H 12.1390 0.0817 6.5027
H 13.3792 0.5776 7.3531
C 19.4489 4.9056 5.0879
C 19.0161 5.7612 3.8938
C 17.4685 5.9846 3.9240
O 16.7093 4.7595 3.7971
C 16.6687 4.3011 2.4607
N 19.7919 6.9600 4.1445
H 20.5342 4.9031 5.1896
H 19.2193 3.8549 4.9112
H 18.9468 5.2354 5.9975
H 19.3703 5.2289 3.0111
H 17.1632 6.7030 3.1632
H 17.2624 6.4909 4.8670
H 17.5952 3.8639 2.0887
H 16.3786 5.0315 1.7053
H 15.8540 3.5777 2.4932
H 19.5736 7.6684 3.4584
H 19.4913 7.4757 4.9593
C 13.4711 6.1950 2.2858
C 13.3678 6.7656 3.7373
C 13.1173 8.3023 3.7296
O 14.1120 8.8112 2.8294
C 14.1214 10.2271 2.7431
N 12.3068 5.9711 4.4638
H 12.6967 6.6863 1.6968
H 13.4864 5.1064 2.2327
H 14.4457 6.4206 1.8529
H 14.3240 6.6197 4.2398
H 13.1546 8.7504 4.7225
H 12.1440 8.5112 3.2856
H 13.2854 10.6076 2.1563
H 14.9880 10.5573 2.1703
H 14.1002 10.7081 3.7210
H 11.4062 6.2354 4.0910
H 12.3822 4.9736 4.3247
```

Its multiplicity is 2. As for the total charge: +1. The expectation value of S² is 0.757. For the largest force on an atom, the calculation gives 3.9 eV/Å. For the LUMO energy (alpha / beta), the calculation gives -2.514 / -8.324 eV. Its orbital gap (alpha / beta) is 8.559 / 2.749 eV.

Atomic partial charges in e from the Löwdin method, atoms 1 to 5: atom 1 (C): -0.190, atom 2 (O): -0.096, atom 3 (H): 0.075, atom 4 (H): 0.071, atom 5 (H): 0.049